Entry from the Open Molecules 2025 dataset: a structure of composition C10H13GdNPS (ωB97M-V/def2-TZVPD).

The geometry in XYZ format:
```
27
Properties=species:S:1:pos:R:3:forces:R:3
C -0.705 0.140 -3.229 -1.5 1.1 0.5
C -1.496 1.311 -3.131 0.4 -2.3 -0.2
C -0.621 2.424 -2.915 1.7 0.4 -0.7
C 0.719 1.968 -3.035 -0.9 -0.1 0.8
C 0.684 0.544 -3.079 -0.4 0.9 -0.2
Gd 0.973 -0.484 0.829 1.4 -1.5 -1.9
P -0.183 -2.727 -0.571 -0.4 -1.5 -0.4
H -1.092 -0.884 -3.351 0.3 0.7 0.0
H -2.581 1.373 -3.262 0.5 -0.1 0.2
H -0.943 3.463 -2.747 0.3 -0.6 -0.2
H 1.540 -0.122 -2.997 -0.2 0.2 -0.3
H 1.620 2.569 -2.991 -0.2 -0.1 0.2
H 0.779 -3.481 -1.320 -0.4 0.1 0.2
H -1.309 -3.000 -1.390 0.2 0.0 0.1
H -0.432 -3.744 0.425 0.1 0.4 -0.6
S 0.170 2.080 0.532 -0.2 0.1 -0.4
C 0.128 1.238 2.020 0.8 1.5 1.1
N -0.937 0.296 2.138 -1.0 0.7 -1.1
C -0.781 -0.922 2.803 0.4 -0.7 1.5
C 0.318 -1.056 3.649 -1.0 -0.4 0.0
C 1.404 -0.160 3.587 0.8 -0.1 0.2
C 1.345 0.924 2.687 -1.3 1.3 0.7
H -1.780 0.450 1.570 0.9 0.1 0.5
H -1.648 -1.587 2.754 0.5 0.2 0.2
H 0.334 -1.878 4.365 0.1 0.0 -0.4
H 2.265 -0.247 4.251 -0.3 -0.2 -0.3
H 2.228 1.510 2.407 -0.5 -0.1 0.4
```
Forces are in eV/Å.

## Properties
2S+1 = 8
Expectation value of S² = 16.064
Electronic energy = -53020.65070 eV
Net charge = 0